[1]
The following is a DFT calculation (wB97M-V/def2-TZVPD) of a single C19H17BrN4S molecule in a non-equilibrium geometry.

## Properties
- E_LUMO (eV) = 0.064
- HOMO-LUMO gap (eV) = 8.41
- 2S+1 = 1
- SMILES string = S=C(Nc1ccc(Br)cc1)N1CCn2cccc2[C@H]1c1cccnc1
- max |F| (eV/Å) = 4.11
- total energy (eV) = -106814.4848
- HOMO (hartree) = -0.307

XYZ file:
```
42
Properties=species:S:1:pos:R:3:forces:R:3
S -1.459295 0.927591 -2.229867 0.2 0.9 -0.4
C -0.760207 0.870009 -0.759374 1.4 -3.0 2.5
N -1.378693 0.064849 0.278781 2.5 1.1 -0.2
C -2.650611 0.135739 0.793114 -0.4 -0.5 0.1
C -3.570672 0.991404 0.280052 -2.8 1.1 1.1
C -4.782236 1.011723 0.994506 -0.7 0.8 0.8
C -4.982496 0.322041 2.191464 -2.4 1.6 -1.2
Br -6.571774 0.454000 3.266389 -0.1 0.5 -0.5
C -4.113167 -0.554009 2.662702 1.9 -1.3 0.3
C -2.959780 -0.664663 1.903722 1.1 -1.5 0.5
N 0.615856 1.137943 -0.389111 -2.1 0.2 -2.5
C 1.620249 1.121026 -1.538226 1.5 1.2 1.9
C 2.031416 -0.287386 -1.842404 -1.6 -2.0 0.3
N 2.245328 -1.089991 -0.589234 -0.8 1.1 0.3
C 2.807981 -2.343504 -0.454840 -0.5 0.5 0.6
C 2.786659 -2.708024 0.870076 -0.1 1.0 1.1
C 2.186539 -1.589760 1.614944 0.2 -0.8 -2.2
C 1.831544 -0.640921 0.664647 0.5 -2.6 0.2
C 1.142554 0.637342 0.874947 2.2 1.3 0.4
C 2.192529 1.658531 1.351224 1.3 1.7 1.1
C 1.726049 3.000551 1.420716 -1.3 -1.7 -0.5
C 2.577835 4.037047 1.504574 2.0 1.2 0.2
C 3.926022 3.717257 1.764398 1.8 1.0 1.8
N 4.430053 2.468507 1.972684 -1.6 0.8 -1.0
C 3.572347 1.436649 1.700695 -2.1 2.2 -1.8
H -0.768046 -0.117514 1.075728 -0.2 -0.2 -1.0
H -3.428590 1.747678 -0.487332 0.2 -0.6 0.0
H -5.606171 1.680941 0.792721 0.2 0.2 -0.7
H -4.393584 -1.074425 3.579510 0.8 -0.3 -0.4
H -2.280421 -1.488609 2.178536 0.1 0.7 -0.2
H 2.537230 1.754951 -1.315414 -1.1 -0.7 0.6
H 1.284102 1.609074 -2.429425 -1.0 0.0 -0.3
H 2.910886 -0.421614 -2.438425 0.6 0.4 -0.4
H 1.171134 -0.694784 -2.447179 0.8 -0.2 0.7
H 3.088610 -2.898645 -1.318468 0.3 -0.2 -0.4
H 3.213797 -3.612697 1.332389 -0.4 0.6 -0.5
H 1.975475 -1.515904 2.662195 0.1 -0.1 0.3
H 0.431356 0.616790 1.721772 0.2 0.0 -0.7
H 0.656705 3.179852 1.305717 0.2 0.0 -0.2
H 2.323914 5.106699 1.367045 -0.1 -0.9 0.3
H 4.643752 4.648614 2.005839 -1.4 -2.4 -0.8
H 3.969146 0.498250 1.409162 0.7 -1.0 0.7
```
Positions in Å, forces in eV/Å.

Atom charges from the Löwdin analysis, given in e for atoms 1 to 5: atom 1 (S): 0.718, atom 2 (C): -0.721, atom 3 (N): 0.044, atom 4 (C): -0.299, atom 5 (C): -0.030

[2]
The following is a DFT calculation (wB97M-V/def2-TZVPD) of a molecular structure, C19H17Cl2CsF6N3O2Sb in a non-equilibrium geometry.

## Properties
- E_LUMO (alpha / beta) (eV) = 1.482 / -0.776
- ⟨S²⟩ = 0.7977
- charge = -1
- HOMO-LUMO gap (alpha / beta) (eV) = 4.21 / 1.95
- 2S+1 = 2
- max |F| (eV/Å) = 4.04
- total energy (eV) = -76979.9155
- HOMO (alpha / beta) (hartree) = -0.100 / -0.100
- relative energy (zero: lowest compared OMol25 entry of this formula, charge and spin) (eV) = 2.148

XYZ file:
```
51
Properties=species:S:1:pos:R:3:forces:R:3
Cs 0.171600 0.898543 -0.046033 0.2 -0.3 -0.2
Cl -1.127739 1.874288 2.934375 -1.3 -1.2 0.4
C -2.448045 0.547919 3.043975 1.5 -0.2 -0.3
Cl -1.815949 -1.038907 2.367198 -0.5 1.3 0.3
H -3.277946 0.929583 2.453464 0.1 -0.3 0.1
H -2.680255 0.322824 4.090162 0.2 0.5 -0.4
O 2.546753 -3.402523 1.750605 -1.2 -0.2 -0.8
N 2.590652 -4.183836 2.722245 2.2 1.3 0.4
N 3.695924 -3.971718 3.510184 -3.5 -0.1 -2.0
O 3.618343 -4.577961 4.603543 0.9 -1.3 3.2
C 4.676227 -3.031060 3.267176 1.1 0.2 -1.5
C 4.933612 -2.562787 1.942468 -0.3 -0.4 0.1
C 6.066607 -1.810822 1.720325 -0.3 0.6 -1.5
C 6.921255 -1.583679 2.752914 2.5 1.1 0.6
C 6.772697 -2.117393 4.028442 -1.1 0.9 -0.3
C 5.589265 -2.749406 4.310599 -0.5 -0.5 -0.9
H 4.302719 -2.829531 1.092184 0.3 0.2 0.7
H 6.264389 -1.349842 0.698561 -0.3 -0.7 1.4
H 7.780814 -0.917187 2.611435 -0.2 -0.3 -0.2
H 7.438813 -1.843762 4.828565 0.3 -0.1 0.1
H 5.341281 -3.093571 5.280298 -0.2 -0.5 0.7
F 0.884104 5.455839 1.250363 0.2 -0.6 -1.0
Sb 1.154221 4.762313 -0.526581 1.4 0.4 -1.0
F 2.978712 5.522018 -0.584469 -2.1 -0.6 -0.2
F 1.982657 3.131522 0.069755 -0.1 0.3 0.2
F 1.239939 3.935805 -2.324705 0.2 1.0 1.4
F -0.467534 3.758715 -0.440804 -0.4 0.0 0.4
F 0.191727 6.258607 -1.223062 0.7 -0.6 0.2
C -0.965130 -1.811746 -4.761405 0.9 -0.7 -0.3
C -0.758482 -2.399986 -3.513543 0.2 -0.4 0.6
C -1.451189 -1.893210 -2.429559 -0.6 1.2 0.8
C -2.321953 -0.717111 -2.555227 0.6 -1.9 0.5
C -2.583144 -0.243697 -3.855007 1.3 -0.7 0.6
C -1.853398 -0.777103 -4.923818 -1.1 1.0 0.1
N -2.754887 -0.202197 -1.355915 0.5 0.1 -1.3
C -3.792897 0.701081 -1.346786 -0.3 1.7 0.5
C -3.647680 1.907213 -0.562516 -0.7 -0.8 -0.2
C -4.751917 2.724525 -0.357384 0.2 0.1 -0.1
C -5.992392 2.369728 -0.890028 -0.2 0.6 -0.3
C -6.139441 1.234589 -1.680845 -0.5 0.0 -1.1
C -5.014145 0.484789 -2.028234 0.3 -0.9 0.3
H -0.328466 -2.215668 -5.559988 -0.6 0.5 0.0
H -0.012329 -3.231511 -3.473942 -0.9 0.8 0.4
H -1.435698 -2.238446 -1.380046 0.5 -0.2 -0.8
H -3.203239 0.608307 -3.925074 -0.5 0.8 -0.6
H -2.021536 -0.290534 -5.871528 0.2 -0.2 -0.3
H -2.685024 2.227903 -0.176419 0.0 -0.3 0.0
H -4.666888 3.675572 0.193212 0.1 -0.6 -0.3
H -6.786172 3.122335 -0.835082 0.0 -0.6 0.3
H -7.133444 0.990435 -2.138324 1.1 0.3 0.4
H -5.025389 -0.359262 -2.755725 -0.4 0.6 0.8
```
Positions in Å, forces in eV/Å.

Atom charges from the Löwdin analysis, given in e for atoms 1 to 5: atom 1 (Cs): 0.951, atom 2 (Cl): 0.400, atom 3 (C): -0.832, atom 4 (Cl): 0.452, atom 5 (H): 0.014

[3]
The following is a DFT calculation (wB97M-V/def2-TZVPD) of a molecular structure, C19H17Cl2HfN3O5S.

## Properties
- E_LUMO (eV) = -6.631
- charge = +2
- HOMO-LUMO gap (eV) = 8.08
- 2S+1 = 1
- max |F| (eV/Å) = 0.92
- total energy (eV) = -71864.7272
- HOMO (hartree) = -0.541
- relative energy (zero: lowest compared OMol25 entry of this formula, charge and spin) (eV) = 0.000

XYZ file:
```
48
Properties=species:S:1:pos:R:3:forces:R:3
Hf -0.129045 -0.011444 -0.048235 -0.2 -0.8 0.4
O 0.633403 3.797995 0.721149 0.1 -0.1 0.1
C 0.954577 2.725019 0.341194 -0.1 0.1 -0.1
O 0.513561 1.562996 0.945206 -0.2 -0.1 -0.5
C 1.847955 2.460618 -0.865280 0.1 0.1 0.0
C 2.715660 1.213795 -0.682251 0.0 0.0 0.0
C 3.823665 1.159929 -1.719284 0.0 -0.1 0.0
C 3.055558 0.801493 -3.014803 0.0 -0.1 0.0
C 1.617842 0.725238 -2.537351 0.0 0.0 0.0
O 1.774603 0.143745 -1.157576 -0.1 0.1 0.0
C 1.057296 2.105495 -2.191326 0.0 0.1 -0.1
C -0.451173 2.097647 -1.972118 0.0 0.2 -0.1
O -1.143657 3.056953 -2.017715 0.0 -0.1 -0.1
O -0.926579 0.854220 -1.607051 0.3 0.0 0.5
H 2.447349 3.354702 -1.018354 0.0 0.0 0.0
H 3.002911 0.982526 0.340040 0.0 0.0 0.0
H 4.337545 2.117458 -1.775366 0.0 0.0 0.0
H 4.562408 0.402814 -1.466718 0.0 0.0 0.0
H 3.162468 1.544571 -3.802460 0.0 0.0 0.0
H 3.376549 -0.157086 -3.415958 0.0 0.0 0.0
H 0.958534 0.078208 -3.107170 0.0 0.0 0.0
H 1.275633 2.843668 -2.959661 0.0 0.0 0.0
N -3.003952 -3.246382 0.042759 0.0 0.0 0.0
C -4.009331 -2.281486 0.010837 0.0 0.1 0.0
C -5.395034 -2.383923 -0.025244 0.0 0.0 0.0
C -6.089359 -1.193941 -0.064240 0.0 0.0 0.0
C -5.433591 0.050687 -0.073315 0.0 0.0 0.0
C -4.059660 0.146416 -0.037749 0.0 0.0 0.0
C -3.351042 -1.051497 0.011357 0.0 0.0 0.0
N -1.975437 -1.296234 0.054579 0.1 0.1 -0.1
C -1.826040 -2.618159 0.062248 -0.1 0.1 0.1
C -0.485076 -3.181652 0.086295 0.0 0.0 0.0
C -0.052502 -4.465280 0.134269 0.0 0.0 0.0
S 1.653997 -4.509710 0.138368 0.0 0.0 0.0
C 1.710649 -2.825175 0.065807 0.0 0.0 0.0
N 0.534025 -2.241482 0.047256 0.0 0.1 -0.2
H -3.147766 -4.244492 0.033778 0.0 0.0 0.0
H -5.902396 -3.338691 -0.025521 0.0 0.0 0.0
H -7.169784 -1.215842 -0.093574 0.0 0.0 0.0
H -6.026739 0.953424 -0.115609 0.0 0.0 0.0
H -3.561652 1.107192 -0.066013 0.0 0.0 0.0
H -0.632064 -5.374035 0.167175 0.0 0.0 0.0
H 2.642236 -2.279838 0.033554 0.0 0.0 0.0
Cl 2.212575 -0.141074 3.252110 0.0 0.0 0.0
C 0.560346 0.330655 3.612935 0.1 -0.1 0.0
Cl -0.594239 -0.705059 2.676747 0.0 0.3 0.0
H 0.387393 1.352495 3.301720 0.0 0.0 0.0
H 0.341782 0.155521 4.659661 0.0 0.0 0.0
```
Positions in Å, forces in eV/Å.

Atom charges from the Löwdin analysis, given in e for atoms 1 to 5: atom 1 (Hf): 1.737, atom 2 (O): 0.216, atom 3 (C): -0.488, atom 4 (O): -0.256, atom 5 (C): -0.074

[4]
The following is a DFT calculation (wB97M-V/def2-TZVPD) of a single C19H17F2N3O molecule in a non-equilibrium geometry.

## Properties
- E_LUMO (eV) = 0.519
- HOMO-LUMO gap (eV) = 8.49
- 2S+1 = 1
- SMILES string = Cc1cc2c(cc1C#N)c(-c1c(F)ccc(N)c1F)cn2CCCO
- max |F| (eV/Å) = 6.30
- total energy (eV) = -31929.4873
- HOMO (hartree) = -0.293
- relative energy (zero: lowest compared OMol25 entry of this formula, charge and spin) (eV) = 1.895

XYZ file:
```
42
Properties=species:S:1:pos:R:3:forces:R:3
C 4.365177 2.104018 -0.833853 -0.2 -0.9 2.2
C 3.132182 1.274439 -0.401209 0.4 1.2 -2.8
C 1.925065 1.570711 -1.105978 1.6 0.0 1.9
C 0.743999 0.940312 -0.759659 0.4 1.5 -2.6
C 0.782275 -0.018294 0.142992 1.9 -4.1 4.4
C 1.997389 -0.429721 0.684828 1.0 -0.4 0.2
C 3.233895 0.113956 0.373258 -2.6 1.0 0.5
C 4.400754 -0.416217 0.979767 1.5 0.4 -0.6
N 5.469756 -0.732054 1.279973 -0.6 -0.1 0.2
C -0.441837 -0.715373 0.213460 -2.7 0.4 0.0
C -1.037235 -1.766193 1.154743 2.1 1.1 -3.7
C -0.763673 -1.734279 2.491962 0.4 0.7 1.8
F -0.056736 -0.725671 3.201181 -1.0 -1.3 -1.9
C -1.277789 -2.720721 3.273940 -0.9 -1.9 1.1
C -2.056290 -3.764124 2.767146 1.7 2.5 -1.3
C -2.224419 -3.852302 1.371413 -1.6 -1.2 0.8
N -3.057815 -4.883628 0.955994 0.1 -0.1 -1.1
C -1.670395 -2.885792 0.534236 -0.1 0.4 1.2
F -1.859196 -2.992746 -0.840568 0.2 0.3 1.7
C -1.215926 -0.068455 -0.737396 0.4 -1.8 0.8
N -0.473579 0.903223 -1.357179 0.0 1.0 -0.6
C -0.811125 1.717312 -2.530268 -0.8 -1.3 -0.2
C -1.991131 2.610132 -2.141333 0.4 1.2 -1.3
C -1.672487 3.442486 -0.886114 -0.6 0.7 -0.5
O -0.400898 4.043351 -0.780847 1.2 -0.2 -0.3
H 5.194194 1.998710 -0.041466 -1.1 0.0 -1.5
H 4.637458 1.720837 -1.816214 0.5 0.4 0.1
H 4.046122 3.145372 -0.814618 0.3 0.0 -0.5
H 1.892265 2.320482 -1.841684 0.4 1.0 -0.7
H 2.121303 -1.257699 1.326875 -0.8 -1.0 0.7
H -1.110825 -2.797974 4.335586 0.2 0.6 0.2
H -2.542521 -4.390199 3.459023 -0.4 -1.0 0.4
H -3.617686 -5.436477 1.616538 0.7 0.8 -0.7
H -3.285782 -4.905184 -0.033138 -0.1 -0.2 0.6
H -2.171017 -0.514202 -0.978977 -0.2 1.0 -0.6
H -1.168431 0.906672 -3.221448 0.5 1.3 -0.3
H 0.100867 2.297047 -2.919103 -1.5 -1.1 0.7
H -2.242874 3.260982 -3.047843 0.4 -0.6 1.3
H -2.908617 2.035355 -1.945854 0.4 0.0 0.0
H -2.425069 4.237201 -0.865265 0.2 0.1 0.2
H -1.782784 2.888091 0.005012 -0.6 -1.1 0.9
H 0.223438 3.476615 -0.267916 -0.9 0.5 -0.6
```
Positions in Å, forces in eV/Å.

Atom charges from the Löwdin analysis, given in e for atoms 1 to 5: atom 1 (C): -0.034, atom 2 (C): -0.185, atom 3 (C): 0.043, atom 4 (C): -0.229, atom 5 (C): -0.153